# 1
25
Properties=species:S:1:pos:R:3:forces:R:3:mulliken_charge:R:1 method="wB97M-V/def2-TZVPD" lumo_energy_ev=-4.4 charge=+1 e_homo_ev=-13.89 e_above_lowest_ev=5.296 homo_lumo_gap_ev=9.453 molar_mass_g_mol=208.2 e_tot_ha=-734.7364
C 0.114 -0.529 2.106 0.712 -0.677 -1.482 0.374
C -0.898 -0.333 -3.047 0.655 -0.424 2.012 -0.770
C -0.455 0.666 -2.196 -1.709 -0.270 -0.252 0.203
C -1.231 -1.551 -2.374 1.168 1.440 1.217 -0.123
C -0.883 -0.648 -0.261 0.235 -1.341 -2.142 0.482
C 0.482 0.901 2.332 -3.715 -0.721 -2.507 -0.696
C 0.379 1.878 1.079 -0.265 -1.622 2.210 -0.768
C -0.742 1.692 -0.006 1.148 -0.529 3.926 -0.690
N 0.498 -1.536 2.676 0.680 0.099 0.995 -0.503
N -1.089 -1.744 -1.062 -0.520 1.745 1.046 -0.493
N -0.664 0.557 -0.871 0.382 -2.003 1.473 0.222
N 2.333 -1.967 -0.289 1.154 0.013 0.360 0.479
N 1.622 -1.132 -0.263 -2.086 2.148 -0.291 0.082
O -0.924 -0.769 1.037 -0.811 0.217 -0.702 -0.366
O 3.178 -2.737 -0.249 1.580 -2.252 -0.158 -0.535
H -0.922 -0.251 -4.105 0.136 0.133 -0.625 0.454
H -0.164 1.678 -2.362 0.265 0.375 -1.273 0.410
H -1.487 -2.442 -2.866 -0.468 -0.861 -1.062 0.518
H -0.230 1.060 3.112 -0.574 1.233 0.680 0.337
H 1.414 0.976 2.722 2.797 -0.011 1.275 0.445
H 1.373 1.788 0.736 0.945 0.254 -1.341 0.442
H 0.321 2.848 1.584 -0.395 0.120 -0.716 0.419
H -1.651 1.490 0.612 0.155 1.234 -0.986 0.388
H -0.542 2.574 -0.520 -1.139 1.580 -1.393 0.371
H 0.167 -2.468 2.474 -0.330 0.120 -0.267 0.316

# 2
22
Properties=species:S:1:pos:R:3:forces:R:3:mulliken_charge:R:1 method="wB97M-V/def2-TZVPD" lumo_energy_ev=-2.5 charge=0 e_homo_ev=-8.20 homo_lumo_gap_ev=5.699 molar_mass_g_mol=396.9 e_tot_ha=-1127.1312
C -0.714 -1.057 -1.559 0.175 0.174 0.206 -0.241
C 0.714 -1.407 -1.184 -0.991 0.211 -0.001 -0.375
O 0.867 -1.639 0.199 0.248 -0.815 -0.194 -0.336
C 1.062 -0.470 1.024 0.027 -0.193 0.259 -0.111
C -0.151 -0.174 1.906 0.156 0.183 0.028 -0.334
O -0.218 1.184 2.200 -0.174 -0.123 -0.241 -0.703
In -1.233 2.367 0.864 -0.315 0.218 0.148 0.903
I -3.580 0.966 0.330 0.235 0.044 0.004 -0.433
N -0.064 2.207 -0.950 0.241 0.079 0.187 -0.633
C 1.075 2.590 -0.874 -0.144 -0.145 0.043 0.649
O 2.209 2.925 -0.808 -0.033 -0.007 -0.168 -0.579
H -1.052 -0.222 -0.961 -0.129 0.183 0.043 -0.269
H -0.787 -0.751 -2.598 -0.037 -0.082 -0.203 0.365
H -1.395 -1.887 -1.364 -0.173 -0.100 -0.026 0.218
H 0.926 -2.369 -1.651 0.767 0.045 -0.674 0.202
H 1.395 -0.661 -1.583 0.321 0.028 0.125 0.257
H 1.301 0.387 0.405 -0.107 0.105 -0.205 -0.011
H 1.925 -0.684 1.646 0.205 0.000 0.032 0.310
H -0.038 -0.738 2.836 -0.077 -0.109 0.169 0.270
H -1.047 -0.570 1.409 -0.120 0.029 -0.087 0.195
H -1.486 3.976 1.397 0.029 -0.072 -0.057 -0.292
Na 0.291 -3.974 -0.684 -0.103 0.348 0.611 0.946

# 3
17
Properties=species:S:1:pos:R:3:forces:R:3:mulliken_charge:R:1 method="wB97M-V/def2-TZVPD" lumo_energy_ev=4.1 charge=-1 e_homo_ev=-1.48 e_above_lowest_ev=2.957 homo_lumo_gap_ev=5.615 smiles="C/C=C(/C)N(C)[O-]" molar_mass_g_mol=100.1 e_tot_ha=-326.3766
C 1.776 0.403 0.492 2.604 -0.869 1.653 -0.845
C 0.834 -0.737 0.245 1.354 -0.683 -1.187 -0.439
C -0.494 -0.646 0.037 -2.501 0.492 0.870 0.476
C -1.248 -1.929 -0.072 -1.685 0.128 0.511 -1.210
N -1.420 0.516 0.112 1.564 -1.733 0.229 0.140
C -1.079 1.537 -0.877 -0.359 -0.675 0.624 -1.028
O -2.818 0.308 0.187 1.280 -0.408 -0.270 -0.850
H 2.960 0.250 0.223 -2.782 -0.318 0.748 0.227
H 1.736 0.605 1.656 0.168 0.509 -2.334 0.157
H 1.542 1.182 -0.193 -0.454 1.377 0.276 0.319
H 1.307 -1.747 0.071 -0.721 1.048 0.432 0.175
H -1.591 -2.292 0.924 0.232 0.306 -0.482 0.209
H -0.706 -2.737 -0.535 0.355 -0.169 -0.321 0.380
H -2.191 -1.656 -0.590 0.359 -0.476 0.064 0.367
H -0.655 2.378 -0.230 -0.488 -0.332 -1.824 0.245
H -0.388 1.046 -1.613 0.013 1.069 0.432 0.215
H -2.067 1.666 -1.405 1.063 0.735 0.580 0.461